Entry 1:
13 unconnected molecules or ions with the total composition C47H68ClN4O19 at a distorted geometry, computed with wB97M-V/def2-TZVPD.

Properties
E_LUMO = 0.076 Eh
Charge = -1

XYZ file:
```
139
Properties=species:S:1:pos:R:3:lowdin_charge:R:1
Cl 0.218 0.686 -0.735 0.55
O -0.343 1.297 -1.947 -0.38
O 0.808 1.697 0.055 -0.34
O -0.749 -0.051 -0.026 -0.35
O 1.172 -0.260 -1.076 -0.35
O 3.419 5.158 4.841 0.11
C 2.288 4.760 4.759 -0.49
O 1.337 4.987 5.653 0.04
C 0.067 4.383 5.364 -0.12
C 0.349 3.570 4.060 -0.15
C 1.694 4.064 3.530 -0.07
H -0.740 5.087 5.162 0.11
H -0.341 3.708 6.116 0.12
H -0.561 3.548 3.462 0.09
H 0.568 2.508 4.167 0.11
H 1.616 4.662 2.621 0.11
H 2.272 3.192 3.224 0.12
O 5.788 -2.452 3.580 0.05
C 5.250 -2.425 2.469 -0.54
O 5.456 -3.351 1.597 0.04
C 4.552 -3.252 0.451 -0.10
C 3.715 -1.951 0.584 -0.11
C 4.208 -1.434 1.987 -0.04
H 3.815 -4.042 0.598 0.10
H 5.235 -3.276 -0.398 0.13
H 2.639 -2.099 0.491 0.08
H 3.985 -1.280 -0.231 0.10
H 3.495 -1.340 2.807 0.12
H 4.867 -0.574 1.869 0.09
O -3.534 4.157 -0.509 0.08
C -4.225 3.338 -1.093 -0.43
O -5.015 2.617 -0.305 0.03
C -5.331 1.390 -0.863 -0.15
C -4.870 1.519 -2.326 -0.16
C -4.466 2.899 -2.547 -0.08
H -6.410 1.268 -0.765 0.12
H -4.916 0.560 -0.292 0.13
H -5.733 1.406 -2.983 0.12
H -4.094 0.780 -2.527 0.11
H -5.142 3.428 -3.217 0.14
H -3.463 2.773 -2.956 0.11
O -2.565 -3.043 5.278 0.07
C -1.513 -3.094 4.635 -0.43
O -0.355 -3.636 5.153 0.02
C 0.754 -3.146 4.330 -0.14
C 0.212 -2.248 3.249 -0.16
C -1.289 -2.421 3.316 -0.07
H 1.243 -4.076 4.040 0.12
H 1.433 -2.513 4.901 0.12
H 0.714 -2.517 2.320 0.10
H 0.445 -1.185 3.307 0.12
H -1.731 -2.926 2.458 0.12
H -1.735 -1.427 3.355 0.12
O -3.002 -5.022 -0.021 0.11
C -3.916 -4.863 0.734 -0.42
O -4.550 -5.935 1.430 -0.01
C -5.554 -5.475 2.411 -0.15
C -5.240 -4.009 2.532 -0.15
C -4.522 -3.553 1.186 -0.05
H -5.575 -5.929 3.402 0.12
H -6.553 -5.670 2.020 0.11
H -4.690 -3.898 3.467 0.10
H -6.131 -3.390 2.639 0.11
H -3.840 -2.740 1.435 0.11
H -5.343 -3.132 0.606 0.11
O 2.982 -3.181 -5.310 0.10
C 2.496 -2.088 -5.139 -0.41
O 3.219 -1.045 -4.540 0.01
C 2.366 0.150 -4.432 -0.15
C 1.254 -0.058 -5.399 -0.19
C 1.107 -1.553 -5.561 -0.06
H 2.779 1.153 -4.545 0.12
H 2.023 0.208 -3.399 0.10
H 1.342 0.454 -6.358 0.12
H 0.380 0.355 -4.896 0.11
H 0.813 -1.595 -6.609 0.12
H 0.369 -1.996 -4.893 0.10
O -5.109 -2.777 -1.739 0.06
C -3.967 -2.721 -2.211 -0.43
O -3.046 -1.753 -1.949 0.01
C -1.823 -1.821 -2.661 -0.14
C -1.894 -3.213 -3.299 -0.14
C -3.371 -3.576 -3.307 -0.09
H -0.930 -1.752 -2.039 0.10
H -1.887 -1.038 -3.417 0.13
H -1.552 -4.033 -2.667 0.11
H -1.461 -3.329 -4.293 0.11
H -3.605 -4.628 -3.146 0.13
H -3.868 -3.382 -4.257 0.12
N -3.022 3.333 2.431 0.04
C -3.354 3.731 3.724 -0.15
C -3.436 2.609 4.513 -0.14
C -3.240 1.482 3.694 -0.12
C -2.696 1.949 2.522 -0.11
H -2.845 3.818 1.563 0.11
H -3.450 4.776 3.983 0.10
H -3.785 2.561 5.534 0.09
H -3.294 0.503 4.147 0.09
H -2.341 1.407 1.658 0.09
N -0.581 3.910 -3.185 0.06
C -1.692 4.727 -3.353 -0.15
C -1.863 5.081 -4.679 -0.14
C -0.964 4.348 -5.417 -0.13
C -0.165 3.738 -4.498 -0.15
H -0.350 3.505 -2.289 0.11
H -2.314 5.015 -2.518 0.09
H -2.574 5.812 -5.034 0.09
H -1.162 4.047 -6.435 0.10
H 0.629 3.018 -4.632 0.09
N 0.801 -5.159 0.095 0.01
C 1.634 -6.250 0.273 -0.15
C 2.611 -6.195 -0.657 -0.15
C 2.360 -5.112 -1.519 -0.09
C 1.174 -4.435 -1.003 -0.10
H 0.072 -4.839 0.715 0.13
H 1.500 -6.870 1.147 0.10
H 3.503 -6.787 -0.801 0.10
H 2.952 -4.745 -2.345 0.09
H 0.643 -3.528 -1.250 0.09
N 7.310 1.552 1.435 0.01
C 6.652 0.856 0.457 -0.11
C 5.387 1.507 0.357 -0.13
C 5.351 2.574 1.198 -0.14
C 6.473 2.565 1.941 -0.11
H 8.269 1.379 1.701 0.14
H 7.108 0.058 -0.110 0.11
H 4.575 1.273 -0.315 0.08
H 4.567 3.279 1.430 0.10
H 6.754 3.336 2.644 0.11
C 3.054 3.377 -2.125 -0.01
C 3.464 4.722 -1.523 -0.53
O 4.396 5.365 -1.824 0.11
C 2.403 5.171 -0.583 -0.02
H 3.676 3.227 -3.007 0.08
H 2.018 3.396 -2.463 0.05
H 3.169 2.580 -1.390 0.06
H 1.419 5.192 -1.051 0.08
H 2.798 6.094 -0.159 0.09
H 2.221 4.469 0.230 0.07
```

=====

Entry 2:
A molecular structure, C47H69F3P2S3SbTl, computed with wB97M-V/def2-TZVPD.

Properties
Energy relative to the best compared isomer or geometry (same formula, charge and spin) = 0.0 kJ/mol
E_LUMO = -0.292 Eh
Charge = +2

XYZ file:
```
126
Properties=species:S:1:pos:R:3:lowdin_charge:R:1
Tl 0.608 1.015 -0.111 0.46
C -1.043 2.119 2.629 -0.02
C -1.073 0.917 3.202 -0.03
C 0.387 0.716 3.855 0.04
C 1.104 1.840 3.562 0.02
C 0.270 2.756 2.894 -0.10
C 0.572 4.168 2.647 -0.53
C -0.074 4.889 3.871 0.02
C -0.094 4.669 1.354 -0.03
C 2.081 4.446 2.617 -0.02
C 0.946 -0.348 4.745 -0.51
C 0.423 -0.009 6.172 0.01
C 0.572 -1.791 4.373 -0.03
C 2.484 -0.270 4.772 -0.04
C -2.284 0.014 3.148 -0.51
C -1.986 -1.212 2.258 -0.03
C -2.754 -0.410 4.553 -0.02
C -3.453 0.763 2.491 -0.05
H -1.862 2.610 2.132 0.12
H 2.119 2.038 3.857 0.13
H -1.152 4.732 3.917 0.10
H 0.121 5.956 3.749 0.11
H 0.372 4.557 4.809 0.10
H -1.183 4.616 1.408 0.09
H 0.237 4.088 0.487 0.05
H 0.181 5.711 1.192 0.11
H 2.546 4.261 3.586 0.10
H 2.249 5.493 2.369 0.10
H 2.585 3.832 1.867 0.08
H -0.662 -0.045 6.246 0.07
H 0.759 0.981 6.482 0.10
H 0.840 -0.747 6.858 0.11
H -0.478 -2.016 4.519 0.06
H 1.138 -2.459 5.022 0.10
H 0.850 -2.010 3.339 0.05
H 2.847 0.644 5.244 0.09
H 2.901 -0.348 3.764 0.07
H 2.860 -1.104 5.362 0.10
H -1.252 -1.890 2.681 0.06
H -1.631 -0.895 1.274 0.03
H -2.912 -1.774 2.117 0.11
H -2.064 -1.083 5.054 0.06
H -3.707 -0.931 4.460 0.10
H -2.911 0.462 5.192 0.10
H -3.234 1.033 1.454 0.08
H -3.726 1.664 3.045 0.10
H -4.323 0.107 2.484 0.10
C 2.506 -4.484 1.053 -0.53
C 3.189 -3.272 1.687 -0.49
S 2.557 -1.677 1.076 0.75
C 4.003 -0.946 0.260 -0.54
C 4.367 -1.577 -1.076 -0.50
S 3.043 -1.387 -2.306 0.83
C 2.667 -3.111 -2.749 -0.50
C 1.910 -3.901 -1.679 -0.52
S 3.046 -4.876 -0.632 0.91
H 1.422 -4.374 1.054 0.03
H 2.749 -5.371 1.640 0.08
H 4.261 -3.295 1.497 0.08
H 3.038 -3.281 2.769 0.07
H 4.845 -0.993 0.952 0.09
H 3.740 0.106 0.126 0.04
H 4.563 -2.640 -0.956 0.04
H 5.267 -1.102 -1.472 0.08
H 3.607 -3.594 -3.016 0.08
H 2.069 -3.033 -3.656 0.06
H 1.201 -4.588 -2.142 0.08
H 1.362 -3.220 -1.034 0.01
C -2.251 4.001 -1.656 -0.26
P -0.896 2.868 -2.142 0.76
C -1.604 2.148 -3.661 -0.25
C 0.306 4.068 -2.854 -0.42
C 1.609 3.418 -3.333 -0.41
P 2.569 2.625 -1.976 0.75
C 3.982 1.950 -2.914 -0.28
C 3.338 4.100 -1.203 -0.27
H -2.650 4.505 -2.537 0.06
H -1.883 4.755 -0.960 0.03
H -3.058 3.447 -1.175 0.04
H -1.892 2.951 -4.344 0.06
H -2.490 1.567 -3.405 0.03
H -0.898 1.486 -4.159 0.02
H 0.518 4.827 -2.094 0.07
H -0.191 4.579 -3.683 0.09
H 2.253 4.167 -3.800 0.09
H 1.404 2.654 -4.089 0.08
H 4.391 2.714 -3.578 0.06
H 3.669 1.085 -3.499 0.00
H 4.766 1.624 -2.228 0.05
H 3.846 4.698 -1.961 0.06
H 4.067 3.790 -0.453 0.04
H 2.585 4.719 -0.712 0.02
F -7.180 0.224 -2.805 0.09
C -5.910 -0.147 -2.606 -0.28
C -5.473 -0.349 -1.310 0.00
C -4.152 -0.723 -1.111 -0.13
C -3.282 -0.899 -2.189 -0.39
C -3.763 -0.693 -3.482 -0.13
C -5.084 -0.316 -3.698 0.01
Sb -1.257 -1.401 -1.764 1.44
C -1.630 -3.368 -1.076 -0.38
C -2.525 -4.231 -1.710 -0.10
C -2.735 -5.513 -1.222 0.02
C -2.059 -5.906 -0.083 -0.27
F -2.264 -7.137 0.396 0.09
C -1.189 -5.069 0.589 0.00
C -0.978 -3.796 0.080 -0.17
C -0.558 -1.666 -3.751 -0.40
C 0.439 -0.803 -4.207 -0.21
C 0.946 -0.903 -5.495 0.00
C 0.440 -1.885 -6.323 -0.27
F 0.925 -1.993 -7.563 0.09
C -0.548 -2.761 -5.913 0.02
C -1.044 -2.646 -4.621 -0.10
H -6.165 -0.218 -0.488 0.12
H -3.808 -0.901 -0.096 0.07
H -3.113 -0.831 -4.338 0.10
H -5.475 -0.158 -4.695 0.13
H -3.093 -3.904 -2.572 0.10
H -3.411 -6.205 -1.708 0.13
H -0.701 -5.422 1.490 0.12
H -0.293 -3.127 0.593 0.07
H 0.844 -0.045 -3.544 0.05
H 1.727 -0.246 -5.860 0.13
H -0.915 -3.515 -6.598 0.13
H -1.814 -3.336 -4.302 0.09
```

=====

Entry 3:
13 unconnected molecules or ions with the total composition C47H71N7O12S3 at a distorted geometry, computed with wB97M-V/def2-TZVPD.

Properties
Energy relative to the best compared isomer or geometry (same formula, charge and spin) = 24.5 kJ/mol
E_LUMO = -0.001 Eh

XYZ file:
```
140
Properties=species:S:1:pos:R:3:lowdin_charge:R:1
N -4.672 -3.984 -3.459 0.06
C -3.973 -2.894 -3.128 -0.14
C -2.715 -2.547 -3.590 -0.03
C -2.201 -3.460 -4.555 -0.07
C -2.872 -4.614 -4.874 -0.07
C -4.098 -4.852 -4.260 -0.16
H -4.428 -2.221 -2.429 0.06
H -2.319 -1.576 -3.258 0.10
H -1.270 -3.276 -5.065 0.09
H -2.551 -5.327 -5.525 0.07
H -4.774 -5.653 -4.574 0.11
N 0.226 2.999 0.644 0.06
C 0.784 3.650 1.667 -0.14
C 2.162 3.880 1.732 -0.03
C 3.031 3.303 0.734 -0.04
C 2.411 2.571 -0.230 -0.09
C 1.041 2.511 -0.303 -0.12
H 0.193 4.035 2.503 0.11
H 2.600 4.499 2.537 0.11
H 4.123 3.200 0.627 0.08
H 3.009 2.103 -0.982 0.08
H 0.573 1.951 -1.108 0.08
N -3.215 1.966 -2.969 0.03
C -3.054 1.770 -4.317 -0.09
C -2.250 2.634 -5.035 -0.08
C -1.633 3.666 -4.376 -0.13
C -1.857 3.873 -3.066 -0.03
C -2.663 2.939 -2.310 -0.10
H -3.508 0.829 -4.671 0.12
H -2.024 2.527 -6.101 0.11
H -1.039 4.324 -5.008 0.11
H -1.388 4.720 -2.582 0.11
H -2.815 3.095 -1.226 0.10
N 5.673 2.193 -0.670 0.05
C 5.922 1.693 -1.820 -0.17
C 6.918 0.686 -2.025 -0.05
C 7.654 0.263 -0.902 -0.08
C 7.224 0.642 0.371 -0.08
C 6.274 1.624 0.384 -0.16
H 5.293 2.051 -2.633 0.10
H 7.223 0.215 -2.960 0.10
H 8.449 -0.457 -1.096 0.10
H 7.674 0.371 1.322 0.10
H 6.027 2.131 1.357 0.12
N -5.442 3.149 4.314 0.06
C -5.749 2.216 5.225 -0.13
C -6.233 0.898 4.898 -0.09
C -6.594 0.618 3.650 -0.10
C -6.242 1.574 2.670 -0.07
C -5.679 2.796 3.015 -0.15
H -5.376 2.417 6.232 0.10
H -6.414 0.108 5.604 0.10
H -7.029 -0.271 3.288 0.10
H -6.283 1.390 1.610 0.09
H -5.370 3.468 2.245 0.10
N 6.112 -1.291 3.101 0.07
C 4.779 -1.497 3.220 -0.14
C 4.264 -2.728 3.557 -0.07
C 5.117 -3.831 3.686 -0.07
C 6.449 -3.602 3.540 -0.11
C 6.909 -2.330 3.323 -0.18
H 4.141 -0.684 2.885 0.08
H 3.198 -2.984 3.667 0.10
H 4.719 -4.808 3.901 0.11
H 7.216 -4.387 3.625 0.11
H 8.015 -2.293 3.270 0.11
N -3.674 -3.741 1.560 0.05
C -3.267 -2.468 1.492 -0.13
C -3.396 -1.586 2.549 -0.08
C -3.837 -2.042 3.783 -0.10
C -4.313 -3.344 3.896 -0.05
C -4.138 -4.187 2.712 -0.14
H -2.989 -1.985 0.550 0.08
H -3.148 -0.573 2.408 0.06
H -3.966 -1.319 4.622 0.11
H -4.732 -3.769 4.818 0.10
H -4.395 -5.283 2.655 0.11
C -0.506 -0.287 -1.161 -0.15
O -1.446 -1.010 -0.404 -0.17
H 0.426 -0.078 -0.623 0.08
H -0.172 -0.833 -2.061 0.07
H -0.884 0.650 -1.586 0.06
H -2.323 -0.765 -0.718 0.02
C -5.307 -0.356 -1.292 -0.16
O -3.931 -0.256 -1.377 -0.18
H -5.766 0.332 -0.624 0.06
H -5.796 -0.379 -2.303 0.11
H -5.387 -1.306 -0.833 0.07
H -3.661 0.592 -1.831 0.05
C -2.472 1.841 1.841 -0.16
O -2.421 2.691 0.717 -0.18
H -2.256 2.452 2.752 0.08
H -3.443 1.380 1.954 0.04
H -1.733 0.995 1.771 0.08
H -1.454 2.898 0.627 0.01
O 2.030 0.499 2.156 -0.27
S 1.261 -0.041 3.259 0.60
O 1.971 -0.396 4.488 -0.30
O 0.200 1.088 3.601 -0.27
C -0.385 1.048 4.925 -0.25
C -0.879 2.418 5.428 -0.06
C 0.232 -1.392 2.894 -0.10
H 0.298 0.532 5.629 0.12
H -1.285 0.458 4.869 0.10
H -0.099 3.141 5.309 0.06
H -1.112 2.348 6.518 0.09
H -1.739 2.817 4.862 0.06
H 0.938 -2.170 2.766 0.03
H -0.225 -1.266 1.925 0.06
H -0.510 -1.460 3.729 0.09
O 2.057 -4.997 -0.859 -0.28
S 1.655 -3.785 -0.233 0.56
O 2.146 -3.524 1.111 -0.29
O 2.041 -2.561 -1.124 -0.26
C 3.483 -2.332 -1.329 -0.21
C 4.098 -1.325 -0.369 -0.04
C -0.103 -3.799 -0.462 -0.10
H 3.551 -1.934 -2.322 0.09
H 4.017 -3.290 -1.228 0.12
H 4.055 -1.829 0.591 0.05
H 3.615 -0.393 -0.213 0.06
H 5.149 -1.309 -0.617 0.07
H -0.305 -4.018 -1.545 0.10
H -0.602 -2.880 -0.153 0.04
H -0.417 -4.592 0.171 0.06
O 2.820 0.330 -3.109 -0.28
S 1.892 0.814 -4.134 0.58
O 0.550 1.073 -3.790 -0.27
O 2.533 2.170 -4.648 -0.25
C 1.636 3.158 -5.240 -0.23
C 2.005 4.512 -4.549 -0.04
C 1.946 -0.266 -5.519 -0.11
H 0.623 2.839 -5.133 0.06
H 1.732 3.136 -6.280 0.10
H 3.092 4.735 -4.474 0.09
H 1.518 4.518 -3.576 0.06
H 1.455 5.363 -5.082 0.10
H 1.601 -1.234 -5.194 0.07
H 2.926 -0.435 -5.951 0.08
H 1.245 -0.016 -6.286 0.07
```

=====

| no. | calculated total energy (a.u.) | orbital gap (eV) |
| --- | --- | --- |
| 1 | -3940.21828 | 8.38 |
| 2 | -4421.36567 | 4.60 |
| 3 | -4314.04373 | 9.07 |